(1)
Formula: C10H42B3ClN20O14
Source: OMol25
Level of theory: the ωB97M-V functional and the def2-TZVPD basis

```
90
Properties=species:S:1:pos:R:3:forces:R:3:lowdin_charge:R:1
O -0.72721 1.86804 6.69363 0.180 0.586 -0.416 0.20
B -0.85367 2.45757 5.45755 -0.726 0.007 0.118 -0.72
O -0.98632 1.70753 4.29945 0.849 0.540 0.163 0.28
B -0.35466 2.25684 3.18916 -0.216 -0.468 -0.744 -0.34
O 0.34314 3.46839 3.26024 0.069 -0.217 0.898 0.19
B 0.26307 4.12292 4.47124 -0.386 0.366 -0.159 -1.04
Cl 1.54397 5.21083 5.00857 -0.239 -0.024 -0.260 0.77
O -0.80590 3.84873 5.29675 0.925 -0.446 0.532 0.27
H 0.09926 1.36928 6.71683 -0.320 -0.426 0.222 0.12
H -0.39972 1.70644 2.16079 -0.240 0.058 -0.124 0.09
C 2.46126 -0.17346 2.25442 0.158 0.063 -0.012 -0.66
O 1.43022 0.13298 2.83628 -0.004 -0.117 0.187 0.02
N 3.07281 -1.37483 2.44865 -0.123 0.135 -0.082 0.17
N 3.06073 0.67746 1.36816 -0.054 0.045 -0.048 0.16
H 3.92521 -1.64622 1.99693 0.004 0.061 -0.002 0.09
H 2.63092 -2.01178 3.09042 0.044 -0.292 0.100 0.06
H 2.61497 1.56455 1.21215 -0.020 -0.011 0.002 0.11
H 3.90682 0.46101 0.87751 0.002 -0.019 0.022 0.09
C -0.68325 1.55594 -1.14607 -0.072 -0.195 -0.030 -0.66
O -0.56218 2.26282 -0.15640 0.038 0.286 -0.138 0.01
N -1.30781 1.96542 -2.28620 -0.097 0.111 -0.031 0.15
N -0.20461 0.27866 -1.18878 0.151 -0.081 0.041 0.17
H -1.42277 1.37395 -3.09658 0.146 -0.098 -0.031 0.04
H -1.65846 2.90417 -2.29588 0.155 0.052 0.026 0.09
H 0.25057 -0.06910 -0.36433 -0.043 0.018 0.019 0.10
H -0.31169 -0.31499 -1.99151 -0.083 0.054 -0.030 0.08
C -0.80748 -0.70645 -5.30292 0.141 0.023 -0.143 -0.65
O -1.51649 -0.13439 -4.47215 -0.029 0.039 0.203 -0.02
N 0.20615 -0.09947 -5.95420 0.015 0.095 0.019 0.18
N -1.00329 -2.01615 -5.62101 -0.131 -0.107 0.036 0.16
H 0.76614 -0.57126 -6.65155 0.068 0.002 0.042 0.05
H 0.38987 0.86096 -5.73005 -0.047 0.004 -0.018 0.11
H -1.75123 -2.50094 -5.16167 -0.007 0.026 -0.007 0.11
H -0.42394 -2.50178 -6.27945 0.098 0.051 0.026 0.08
C 2.90367 -4.80363 3.39270 0.053 -0.175 0.014 -0.66
O 2.22081 -3.90654 3.87604 0.035 0.094 -0.052 -0.01
N 2.95793 -5.02268 2.04587 0.042 0.125 -0.088 0.16
N 3.65232 -5.64113 4.15237 0.037 -0.008 0.007 0.18
H 3.50258 -5.75444 1.62962 -0.008 -0.035 0.049 0.10
H 2.40438 -4.42586 1.45960 -0.033 -0.026 0.021 0.10
H 3.62870 -5.50394 5.14569 -0.023 0.028 -0.012 0.11
H 4.22147 -6.38177 3.77689 0.066 -0.124 0.028 0.06
C -1.74212 6.61412 1.41523 0.017 -0.074 0.039 -0.68
O -1.66597 7.36698 2.37257 -0.016 0.034 0.002 0.02
N -2.52842 6.89708 0.32923 -0.018 0.031 -0.040 0.15
N -1.06106 5.43551 1.35394 -0.123 0.083 -0.185 0.18
H -2.61877 6.29113 -0.46345 -0.030 -0.019 0.013 0.09
H -3.04702 7.75427 0.35004 0.002 -0.005 0.000 0.10
H -0.48524 5.19537 2.13494 0.111 -0.062 -0.039 0.07
H -1.10831 4.79339 0.58249 0.022 -0.109 0.038 0.08
C -4.29349 3.02353 -5.24188 0.046 0.042 0.050 -0.68
O -4.57129 2.77882 -6.40513 -0.015 -0.002 0.021 0.01
N -4.77921 4.12022 -4.58514 -0.114 0.021 0.023 0.15
N -3.46949 2.22984 -4.49735 -0.007 -0.046 -0.302 0.16
H -4.56748 4.35234 -3.63065 -0.122 0.064 0.012 0.07
H -5.38085 4.73444 -5.10011 0.081 0.051 -0.035 0.10
H -3.07691 1.41278 -4.93462 0.023 -0.037 0.110 0.07
H -3.25337 2.41101 -3.53847 -0.186 -0.046 0.082 0.06
C 2.10180 -2.12208 -8.88206 0.052 0.034 -0.122 -0.65
O 1.91290 -1.60906 -7.78485 -0.154 -0.112 0.022 0.00
N 1.19653 -2.95276 -9.47029 -0.008 -0.012 0.082 0.16
N 3.23941 -1.89211 -9.59021 0.054 0.013 0.024 0.16
H 1.33756 -3.37648 -10.36746 0.014 0.019 -0.006 0.10
H 0.34281 -3.13598 -8.97851 -0.023 0.018 -0.030 0.10
H 3.92155 -1.28201 -9.17944 -0.012 0.000 0.003 0.11
H 3.42370 -2.29507 -10.48898 -0.020 -0.006 0.000 0.10
C 6.73085 -8.12295 4.46743 0.056 -0.036 0.054 -0.68
O 5.76487 -8.05821 3.72042 -0.137 0.186 -0.050 0.00
N 7.96920 -7.69084 4.09390 0.003 0.022 -0.034 0.15
N 6.63886 -8.63517 5.72750 -0.041 0.010 0.023 0.16
H 8.77490 -7.73613 4.68791 -0.013 -0.014 0.013 0.10
H 8.06456 -7.31273 3.17024 -0.006 -0.008 0.002 0.10
H 5.73982 -8.96618 6.02456 0.006 -0.011 -0.013 0.11
H 7.41510 -8.70106 6.35778 0.011 0.004 -0.016 0.10
C -6.90973 5.09864 -1.66154 -0.061 -0.091 0.111 -0.68
O -5.88850 5.65617 -2.03439 0.157 -0.042 -0.126 0.00
N -7.75106 4.45604 -2.52306 -0.003 0.070 -0.043 0.16
N -7.27996 5.07388 -0.34849 0.004 0.045 0.020 0.15
H -8.58889 3.98924 -2.23362 0.016 -0.007 0.028 0.09
H -7.49464 4.43916 -3.49246 0.035 -0.056 0.005 0.09
H -6.67619 5.53464 0.30688 0.010 -0.006 -0.003 0.10
H -8.10923 4.62210 -0.01407 -0.001 -0.010 -0.019 0.09
C -0.76334 -2.36507 6.42539 -0.007 -0.026 -0.099 -0.68
O -1.11449 -2.95306 7.43739 -0.010 0.007 0.032 0.01
N -1.15474 -1.08448 6.14641 0.057 0.013 0.063 0.16
N 0.05048 -2.93240 5.49103 -0.136 0.028 0.060 0.15
H -0.88647 -0.59034 5.31464 -0.045 0.001 -0.086 0.08
H -1.75269 -0.62737 6.80846 0.010 0.013 0.001 0.10
H 0.36083 -3.87126 5.64821 0.082 0.028 -0.031 0.09
H 0.35691 -2.46155 4.66092 0.059 -0.004 -0.006 0.07
```
Positions in Å, forces in eV/Å.

The HOMO energy comes out at -8.96 eV. The calculation puts the orbital gap at 0.3308 Eh. For the LUMO energy, the calculation gives 0.0 eV. Its total charge is 0. As for the spin multiplicity: 1. The calculation puts the molecular weight at 734.46 g/mol.

***

(2)
Formula: C10H45NO11
Source: OMol25
Level of theory: the ωB97M-V functional and the def2-TZVPD basis

```
67
Properties=species:S:1:pos:R:3:forces:R:3:lowdin_charge:R:1
N -0.08902 -0.78969 0.20586 -0.592 -1.171 -0.259 0.29
H -0.70025 -0.49349 0.99063 -0.058 0.652 -0.417 0.09
H -0.66708 -0.95447 -0.64234 -0.155 0.355 0.510 0.08
H 0.18950 -1.75578 0.47753 0.565 0.487 -0.321 0.10
H 0.68878 -0.14775 -0.05353 0.046 -0.105 0.468 0.06
O 1.97895 0.93860 -0.31006 -0.238 0.090 -0.118 -0.37
H 2.81930 1.30122 -0.59565 0.291 0.053 0.158 0.02
C -3.20273 0.59566 2.32086 0.863 0.393 0.924 -0.12
O -1.87442 0.08495 2.22138 0.164 -0.377 -0.402 -0.18
H -3.13387 1.67325 2.48989 -0.312 0.061 -0.212 0.08
H -3.77385 0.38269 1.42467 0.097 -0.137 -0.097 0.08
H -3.67102 0.16043 3.20594 -0.329 -0.068 -0.157 0.08
H -1.26573 0.48957 2.87790 -0.390 0.086 0.045 0.04
C 3.47743 0.16163 2.78614 0.225 0.225 0.223 -0.14
O 2.16757 0.14630 2.26438 -0.235 -0.172 -0.144 -0.18
H 4.19392 -0.03335 1.98800 0.164 0.055 0.112 0.08
H 3.70126 1.10661 3.29717 0.061 0.146 -0.351 0.08
H 3.60153 -0.58699 3.57082 -0.245 -0.298 -0.251 0.08
H 2.14492 0.56434 1.35570 0.162 -0.150 0.121 0.04
C 0.73321 1.49328 4.93860 0.756 -0.211 -0.203 -0.14
O 0.17585 1.04946 3.71206 -0.056 -0.367 0.298 -0.17
H 1.39575 2.34916 4.76073 -0.507 0.346 0.163 0.08
H -0.06432 1.68415 5.65016 0.028 0.307 -0.033 0.08
H 1.42054 0.76311 5.38725 -0.361 -0.307 -0.071 0.08
H 0.87926 0.54654 3.23521 -0.001 0.430 -0.134 0.04
C 0.39529 -3.99493 -1.02181 0.012 0.018 -0.808 -0.12
O 0.14174 -3.58664 0.31753 -0.001 -0.306 0.152 -0.13
H 0.84566 -4.98602 -1.08416 0.030 0.016 0.183 0.09
H -0.53954 -4.03295 -1.58283 -0.128 0.044 0.220 0.08
H 1.05195 -3.28835 -1.53718 0.087 0.009 0.230 0.06
H 0.68993 -4.12514 0.89461 0.007 0.155 0.083 0.10
C -0.81387 -0.98139 -3.19731 0.543 -0.214 0.289 -0.11
O -1.71658 -1.21485 -2.10824 -0.030 -0.128 -0.219 -0.16
H -1.23300 -0.29191 -3.92630 0.082 0.047 -0.006 0.09
H 0.09378 -0.55605 -2.76747 -0.225 0.275 -0.165 0.05
H -0.48465 -1.91377 -3.66802 -0.391 -0.047 -0.111 0.08
H -2.59911 -1.36921 -2.45610 0.011 -0.019 0.103 0.09
C -2.79557 2.55071 -2.00723 -0.379 -0.136 0.897 -0.19
O -1.79334 3.33560 -2.58381 0.121 0.143 -0.246 -0.12
H -2.52341 1.50584 -1.80363 0.321 -0.002 -0.277 0.06
H -3.09774 2.94912 -1.02560 -0.135 0.065 -0.150 0.07
H -3.68177 2.53626 -2.64262 0.121 0.144 -0.135 0.08
H -1.07622 3.45612 -1.93750 0.064 -0.362 -0.162 0.03
C -0.24705 3.43951 0.54783 0.402 -0.024 0.135 -0.14
O 0.33140 3.08028 -0.69232 -0.075 0.279 -0.414 -0.17
H -0.44572 4.51245 0.64443 0.328 0.050 -0.460 0.08
H -1.23093 2.97772 0.67903 0.195 -0.406 0.268 0.06
H 0.48250 3.18303 1.31729 -0.495 -0.164 0.465 0.08
H 0.98244 2.33422 -0.57378 -0.496 0.229 0.225 0.03
C -3.25343 -3.39197 1.10273 0.150 0.219 -0.415 -0.17
O -4.59094 -3.15920 1.53110 0.357 -0.217 0.242 -0.12
H -3.23915 -3.27921 0.01841 -0.013 0.093 0.023 0.07
H -2.56595 -2.66056 1.53399 0.036 0.017 -0.022 0.06
H -2.86831 -4.39450 1.30922 -0.240 -0.061 0.227 0.08
H -4.55434 -3.11909 2.49248 -0.236 0.008 -0.067 0.07
C 3.29866 -1.70961 -2.36926 -0.550 0.541 0.035 -0.17
O 2.92804 -1.57049 -1.00380 -0.059 0.159 0.028 -0.17
H 2.39805 -1.92311 -2.95810 0.206 -0.087 -0.260 0.06
H 3.72880 -0.78138 -2.75599 0.010 -0.050 -0.058 0.07
H 4.02800 -2.50458 -2.51186 -0.056 -0.123 0.293 0.07
H 2.50346 -0.68030 -0.87551 0.502 -0.488 0.009 0.01
C 1.73488 2.40142 -3.71793 -0.115 0.633 -0.603 -0.16
O 1.56500 1.11961 -3.17589 0.093 -0.423 0.146 -0.15
H 1.53682 2.36415 -4.79271 0.024 -0.309 0.050 0.08
H 1.01968 3.13580 -3.33694 0.132 -0.070 0.313 0.07
H 2.75850 2.77964 -3.62258 -0.012 0.002 0.240 0.08
H 1.71060 1.12423 -2.21149 -0.141 0.165 -0.129 0.02
```
Positions in Å, forces in eV/Å.

The HOMO energy comes out at -9.47 eV. The calculation puts the orbital gap at 0.3619 Eh. For the LUMO energy, the calculation gives 0.4 eV. Its total charge is 0. As for the spin multiplicity: 1. The calculation puts the molecular weight at 355.47 g/mol.

***

(3)
Formula: C10H48O19
Source: OMol25
Level of theory: the ωB97M-V functional and the def2-TZVPD basis

```
77
Properties=species:S:1:pos:R:3:forces:R:3:lowdin_charge:R:1
O -0.59464 -0.78494 -2.89830 0.425 0.283 0.860 -0.04
H -1.27568 -1.06495 -3.48775 -0.550 -0.475 -0.779 0.07
H 0.28887 -0.87561 -3.31625 -0.578 -0.155 -0.325 0.01
O 0.28787 -3.82255 -0.85845 0.379 0.284 -0.784 -0.05
H 1.00555 -3.81468 -1.53649 -0.534 -0.502 1.220 0.02
H 0.64259 -4.09641 -0.00613 0.189 -0.061 -0.158 0.07
O -2.34021 0.08569 -0.96416 0.379 0.863 -0.620 -0.05
H -1.69877 -0.37947 -1.53112 -0.233 0.028 0.331 0.00
H -2.71946 -0.59203 -0.42168 -0.316 -0.753 0.499 0.03
O -1.93716 2.53807 0.06108 1.023 1.867 1.325 -0.02
H -1.94763 1.62889 -0.18268 -0.456 -2.010 -0.737 -0.01
H -2.61764 2.98079 -0.42070 -0.702 0.239 -0.541 0.07
O -2.29807 -2.75690 -0.90016 0.236 0.259 -2.307 -0.02
H -1.44768 -3.19236 -1.03288 0.381 -0.024 -0.294 0.00
H -2.42279 -2.90361 -0.00095 -0.738 -0.252 2.688 -0.03
O 0.79067 2.95617 -0.43186 1.072 -0.075 0.105 -0.06
H -0.14353 2.93665 -0.22522 -0.793 0.027 0.136 -0.01
H 0.86448 2.33387 -1.18611 -0.142 0.308 0.147 0.01
O -1.03332 0.55650 4.44392 2.374 -0.210 1.737 -0.06
H -1.77540 0.90713 4.01596 -1.699 0.340 -1.377 -0.05
H -0.55972 1.36343 4.76678 -0.308 -1.045 -0.350 0.01
O 1.90611 -0.47619 3.53529 0.116 -0.315 0.389 -0.05
H 0.95819 -0.36172 3.43818 -0.568 -0.119 0.392 -0.01
H 2.19342 0.04291 2.78951 0.558 0.463 -0.337 -0.02
O -2.63021 1.95455 2.80327 -0.450 0.519 0.674 -0.05
H -2.59502 2.59243 3.53554 -0.055 -0.119 -0.352 0.06
H -2.37449 2.46829 2.03592 0.146 0.074 -0.560 0.00
C 1.12021 3.70853 4.48502 0.437 0.374 -1.412 -0.20
C 0.75902 3.69829 2.95906 0.235 1.170 2.628 -0.20
O -0.37613 4.51499 2.81275 -0.507 -0.347 1.482 -0.03
O 0.30874 2.78720 5.15557 -0.163 -0.671 -0.692 -0.06
H 0.98677 4.62647 5.02357 -0.316 1.224 -0.589 0.11
H 2.18149 3.53468 4.59336 0.475 -0.805 -0.028 0.11
H 0.59964 2.66351 2.74574 -0.255 -0.791 -0.459 0.09
H 1.53658 4.11880 2.34983 0.792 -0.117 -0.150 0.12
H -0.49913 4.65329 1.90327 -0.445 0.359 -1.932 0.05
H 0.38825 2.98445 6.06918 -0.087 -0.037 1.337 0.09
C 2.09702 -0.03945 0.37385 0.010 -0.448 -1.475 -0.22
C 0.54216 -0.24966 0.36510 0.994 1.408 -0.735 -0.19
O -0.02835 0.14358 1.59800 -0.075 -2.414 -0.220 -0.07
O 2.35544 1.12337 1.11326 0.761 0.701 0.415 -0.11
H 2.57597 0.04693 -0.65641 -1.066 0.096 0.664 0.12
H 2.65689 -0.96759 0.74133 -0.892 1.508 0.478 0.14
H 0.35143 -1.25679 0.09608 -0.572 -1.253 0.415 0.09
H -0.01008 0.32849 -0.38148 0.792 0.096 -0.346 0.08
H 0.02589 1.07068 1.69243 0.119 1.582 0.116 0.05
H 1.96319 1.94480 0.70615 0.166 -1.137 -0.063 0.08
C -2.41019 -3.76362 2.54898 0.127 0.117 0.257 -0.23
C -1.46172 -2.54491 2.51389 0.406 0.579 -0.175 -0.23
O -2.08691 -1.33576 2.21935 -3.592 -1.442 0.862 -0.06
O -1.54860 -4.86686 2.48179 1.009 -1.207 -0.222 -0.08
H -3.16903 -3.89917 1.74963 0.394 1.013 0.040 0.12
H -2.93642 -3.85211 3.47381 -0.637 0.500 0.819 0.11
H -0.83118 -2.71657 1.65862 0.910 -0.710 -0.291 0.09
H -0.79473 -2.35977 3.40772 -0.861 -1.020 -0.534 0.15
H -1.48078 -0.76067 1.82639 1.757 1.675 -0.589 -0.01
H -2.02266 -5.67971 2.69450 0.065 0.271 -0.029 0.09
C 1.79910 -3.44352 -3.66004 1.974 0.834 -0.323 -0.24
C 2.34742 -2.04991 -3.25613 -1.256 -1.398 1.407 -0.19
O 1.69806 -1.08739 -4.04156 0.317 0.340 0.073 -0.06
O 2.32359 -4.44609 -2.81591 -0.236 -1.450 -1.171 -0.07
H 2.12207 -3.66546 -4.67918 0.205 0.279 -0.314 0.13
H 0.75284 -3.50051 -3.70425 -1.793 0.382 0.331 0.11
H 3.39137 -2.01142 -3.44591 1.085 -0.048 0.143 0.12
H 2.13698 -1.82777 -2.19014 0.179 -0.167 -0.554 0.13
H 1.99496 -1.37135 -4.89157 -0.234 0.486 -1.534 0.10
H 2.17984 -5.24611 -3.39543 0.475 0.721 1.613 0.14
C 0.21584 2.55902 -3.62760 -0.903 -0.038 -1.119 -0.19
C 0.27092 1.88118 -5.00982 -1.864 0.918 0.003 -0.24
O 0.12959 2.80960 -6.08294 0.654 -1.215 -1.470 -0.07
O 0.51674 1.58518 -2.68407 2.080 1.431 0.713 -0.07
H -0.73243 3.04867 -3.36622 -0.150 -0.226 -0.504 0.14
H 0.93275 3.31550 -3.53624 1.300 1.146 -0.191 0.11
H -0.49565 1.13600 -5.14932 -1.252 -0.162 0.542 0.11
H 1.07511 1.21173 -5.02827 2.357 -0.154 -0.238 0.08
H 0.14883 2.26878 -6.93715 -0.053 1.299 1.781 0.12
H -0.12703 0.95454 -2.84313 -2.024 -2.691 0.254 0.00
```
Positions in Å, forces in eV/Å.

The HOMO energy comes out at -9.17 eV. The calculation puts the orbital gap at 0.3256 Eh. For the LUMO energy, the calculation gives -0.3 eV. Its total charge is 0. As for the spin multiplicity: 1. The calculation puts the molecular weight at 472.47 g/mol.

***

| no. | largest force on an atom (eV/Å) |
| --- | --- |
| 1 | 1.157 |
| 2 | 1.338 |
| 3 | 3.966 |